Record 1
The following is a quantum chemistry calculation of a 2-piece molecular cluster, C21H30ClOSi overall in a non-equilibrium geometry, from the Open Molecules 2025 dataset.

Cartesian coordinates (Å):
Cl 2.547 6.476 -0.289
Si -2.974 -0.806 -0.562
O -1.593 -1.460 -1.285
C -2.782 1.046 -0.629
C 1.915 0.443 2.845
C 0.894 4.354 -0.052
C 0.579 -0.601 -0.704
C 0.505 -3.316 -2.534
C 1.803 -2.648 -2.996
C 3.023 4.243 1.128
C -0.300 -0.265 3.392
C 2.131 4.925 0.290
C -4.385 -1.394 -1.608
C 0.178 -3.043 -1.062
C 1.928 -1.143 -2.764
C -3.006 -1.545 1.161
C 2.694 2.977 1.596
C 1.432 2.386 1.304
C 1.176 -0.354 3.702
C 1.953 -0.731 -1.261
C -0.361 0.741 2.199
C 0.528 3.122 0.485
C 1.059 1.170 1.970
C -0.297 -1.624 -0.911
H -4.446 -2.489 -1.615
H 2.635 -3.158 -2.500
H 3.384 2.438 2.248
H -3.275 1.515 0.233
H 3.002 0.547 2.835
H -0.600 -3.744 -0.723
H 1.903 -2.849 -4.068
H 1.563 -0.970 4.514
H 1.074 -3.166 -0.440
H -1.728 1.357 -0.656
H -0.714 -1.239 3.093
H 2.856 -0.796 -3.236
H 2.547 -1.461 -0.679
H -5.317 -0.996 -1.194
H 1.105 -0.615 -3.269
H -0.734 0.187 1.332
H -4.292 -1.050 -2.644
H 0.212 4.896 -0.703
H -0.474 2.737 0.302
H -1.066 1.571 2.368
H -3.231 -0.771 1.903
H 0.322 0.348 -0.232
H -3.790 -2.314 1.212
H -2.052 -2.027 1.426
H 0.594 -4.406 -2.656
H -0.940 0.103 4.207
H -0.348 -2.991 -3.158
H -3.257 1.431 -1.544
H 3.957 4.719 1.409
H 2.463 0.240 -1.177

Computed properties:
- calculated total energy (eV) = -44705.0487
- LUMO (eV) = -5.609
- orbital gap (hartree) = 0.179
- charge = +1
- HOMO energy (hartree) = -0.385

Record 2
The following is a quantum chemistry calculation of C21H30CrN2Si as an isolated structure in a non-equilibrium geometry, from the Open Molecules 2025 dataset.

Cartesian coordinates (Å):
Cr 0.334 -1.208 1.481
Si 1.035 0.293 -1.557
N -1.447 -2.775 1.347
N -1.008 -0.476 3.382
C 2.283 -0.523 2.335
C 1.797 2.922 -0.329
C 0.360 -0.226 -4.081
C 1.487 2.216 -1.505
C 1.691 -2.774 2.277
C -1.660 -2.883 3.859
C 2.543 -1.019 1.027
C -1.387 -1.499 4.414
C 2.844 4.750 -1.584
C 2.518 4.124 -0.380
C -1.327 0.232 -5.785
C 1.810 -1.621 3.144
C -0.270 0.524 -3.103
C -1.964 1.027 -4.835
C -2.377 -2.958 2.526
C 2.075 -2.368 0.933
C -2.716 1.077 0.605
C -0.147 -0.375 -5.376
C 1.564 2.985 -2.680
C -1.462 1.179 -3.522
C 2.279 4.186 -2.727
H 1.479 2.532 0.640
H -1.864 0.053 3.210
H 1.327 -3.747 2.555
H 2.576 0.473 2.662
H 0.368 -1.029 -6.065
H 2.894 4.600 0.520
H 2.129 -2.977 0.029
H 1.619 -1.580 4.210
H -2.245 -3.443 4.603
H -3.339 1.860 0.294
H -2.032 -2.752 0.503
H -1.723 1.493 0.878
H -0.436 0.227 3.861
H 2.123 -0.609 -1.844
H -3.169 -2.219 2.486
H -2.268 -1.194 4.988
H -3.141 0.574 1.439
H -0.614 -1.540 5.188
H 2.996 -0.442 0.233
H -2.445 0.437 -0.253
H 2.462 4.687 -3.671
H 1.232 -0.821 -3.849
H -2.079 1.778 -2.853
H -2.913 1.462 -5.127
H -1.719 0.090 -6.806
H 3.521 5.624 -1.636
H -0.724 -3.442 3.790
H 1.032 2.667 -3.577
H -0.958 -3.674 1.256
H -2.945 -3.901 2.473

Computed properties:
- calculated total energy (eV) = -61538.8889
- energy relative to the best compared isomer or geometry (same formula, charge and spin) (kJ/mol) = 106.73
- multiplicity = 5
- LUMO (alpha / beta) (eV) = 0.137 / 0.124
- orbital gap (alpha / beta) (hartree) = 0.220 / 0.222
- HOMO energy (alpha / beta) (hartree) = -0.215 / -0.217

Record 3
The following is a quantum chemistry calculation of a 7-piece molecular cluster, C21H30F6N2O19P overall in a non-equilibrium geometry, from the Open Molecules 2025 dataset.

Cartesian coordinates (Å):
P 3.518 1.842 -1.027
F -1.353 -3.864 2.064
F -2.058 2.792 -3.719
F -0.408 10.968 2.249
F 0.782 -2.578 5.467
F 2.504 7.898 1.427
F -4.272 -2.927 -2.904
O -0.955 -8.134 3.205
O 2.783 5.926 2.493
O 3.553 -3.508 2.134
O 2.877 -4.781 3.859
O 0.184 7.947 -0.941
O 2.004 -2.744 3.573
O -2.433 -7.131 1.838
O -1.401 -1.499 -2.820
O 0.145 9.714 0.453
O -1.484 0.611 -3.601
O 1.919 4.538 0.962
O -4.015 -4.901 -1.839
O 3.353 2.541 -2.334
O -4.277 -7.084 -1.365
O -4.796 -6.295 -3.407
O 2.500 3.744 2.980
O -3.089 -0.134 -2.228
O -0.755 -5.939 2.728
O -1.512 8.214 0.511
N 3.195 -0.385 -2.299
N 4.137 0.173 -1.405
C -4.870 -4.972 -3.951
C 2.854 6.605 1.246
C -0.917 10.314 1.180
C -1.348 -7.170 2.648
C 1.646 -2.060 -1.380
C 2.881 -3.665 3.102
C 2.407 4.651 2.224
C 2.033 -4.532 4.992
C -0.342 8.565 -0.075
C 1.150 -3.429 4.480
C 1.844 5.866 0.412
C -4.363 -6.186 -2.130
C -1.739 9.124 1.594
C -1.288 -5.168 1.668
C 1.880 -1.904 0.148
C -1.940 -0.444 -2.876
C -2.558 1.534 -3.698
C -3.330 1.262 -2.436
C -3.903 -4.219 -3.077
C 3.014 -1.839 -2.104
C -2.652 -5.765 1.472
H 4.191 -0.356 -0.522
H 0.837 6.253 0.543
H -5.889 -4.594 -3.856
H -3.395 -5.322 2.138
H 5.105 0.218 -1.758
H 1.082 -2.343 0.753
H 2.642 -4.211 5.839
H -4.585 -4.966 -5.001
H -2.866 -4.251 -3.417
H 1.865 -0.827 0.397
H -0.633 -5.248 0.798
H -4.394 1.462 -2.539
H 1.180 -3.006 -1.657
H 3.804 -2.289 -1.488
H 3.877 6.558 0.866
H -3.114 1.349 -4.619
H -2.797 9.353 1.697
H 2.084 5.865 -0.648
H 2.861 -2.297 0.462
H 2.261 1.611 -0.416
H -2.942 1.829 -1.588
H 2.961 -2.371 -3.058
H 3.382 -0.122 -3.256
H -1.378 8.681 2.524
H -1.441 11.024 0.537
H 4.430 2.525 -0.187
H -3.001 -5.685 0.446
H 1.026 -1.214 -1.696
H 1.479 -5.426 5.270
H 0.263 -3.771 3.944

Computed properties:
- calculated total energy (eV) = -89732.6918
- LUMO (eV) = -3.219
- orbital gap (hartree) = 0.359
- charge = +1
- HOMO energy (hartree) = -0.478

Record 4
The following is a quantum chemistry calculation of C21H30FeN2Si as an isolated structure in a non-equilibrium geometry, from the Open Molecules 2025 dataset.

Cartesian coordinates (Å):
Fe -0.750 1.801 0.517
Si 1.534 -1.486 -0.379
N -1.695 3.393 0.461
N -1.856 0.635 -0.747
C 0.241 -3.294 -4.384
C 3.576 -2.092 0.492
C 4.416 -1.669 2.721
C -3.012 1.433 -1.273
C -0.240 -0.568 2.239
C -1.579 -0.809 1.984
C -3.803 2.051 -0.127
C 1.158 -1.198 -3.504
C 0.521 2.232 -0.623
C 0.569 -3.071 -2.026
C -0.021 0.870 2.463
C -2.318 0.397 2.145
C 1.137 -1.794 -2.222
C 4.210 -2.545 1.651
C -3.171 3.240 0.658
C 3.213 0.095 1.543
C 3.880 -0.380 2.693
C 0.639 -1.975 -4.560
C 2.975 -0.808 0.493
C 0.048 -3.754 -3.097
C -1.410 1.444 2.512
H 1.013 2.759 0.193
H -3.633 4.200 0.366
H -0.533 2.398 -1.049
H -1.398 3.689 -0.486
H -4.108 1.244 0.548
H -4.776 2.416 -0.485
H 0.566 -1.268 2.297
H 5.009 -2.018 3.565
H 3.345 -2.748 -0.361
H 1.308 -2.613 0.332
H 0.744 0.983 1.416
H 0.500 -1.500 -5.510
H 0.432 -3.476 -1.011
H -0.558 -4.592 -2.840
H 0.839 1.397 2.857
H -2.172 -0.232 -0.298
H 3.988 0.259 3.571
H -1.668 2.449 2.870
H -1.990 -1.800 1.830
H -3.403 0.485 2.037
H -2.641 2.239 -1.915
H -3.647 0.791 -1.903
H -1.180 0.348 -1.466
H 0.062 -3.981 -5.195
H 4.557 -3.571 1.666
H -1.141 3.924 1.154
H -3.329 3.098 1.741
H 2.850 1.128 1.509
H 1.212 2.000 -1.382
H 1.496 -0.158 -3.682

Computed properties:
- calculated total energy (eV) = -67497.1614
- energy relative to the best compared isomer or geometry (same formula, charge and spin) (kJ/mol) = 0.00
- multiplicity = 5
- LUMO (alpha / beta) (eV) = 0.427 / 0.191
- orbital gap (alpha / beta) (hartree) = 0.215 / 0.191
- HOMO energy (alpha / beta) (hartree) = -0.200 / -0.184